Entry 1:
{"formula": "C4H8O2", "method": "wB97M-V/def2-TZVPD", "lumo_ev": 0.91, "orbital_gap_ev": 10.8, "charge": 0, "e_above_lowest_kj_mol": 255.8, "smiles": "CC[C@]1(O)CO1", "elements": ["C", "C", "C", "O", "C", "O", "H", "H", "H", "H", "H", "H", "H", "H"], "positions_angstrom": [[0.744, -0.790, -0.927], [0.268, -0.669, 0.496], [-0.463, 0.814, 0.656], [0.020, 1.519, 1.732], [-1.831, 1.072, 0.172], [-0.702, 1.431, -0.598], [1.553, -1.540, -1.111], [0.969, 0.241, -1.216], [-0.164, -1.190, -1.428], [1.055, -0.677, 1.241], [-0.495, -1.356, 0.907], [0.007, 2.488, 1.493], [-2.523, 0.212, -0.106], [-2.395, 1.871, 0.511]], "forces_ev_per_angstrom": [[-0.867, -1.252, -0.103], [-1.438, 2.345, 1.981], [-0.180, -2.432, -0.544], [0.605, 1.890, -0.656], [-0.392, -3.060, -0.095], [0.590, 0.572, 0.009], [-0.496, 0.860, 0.376], [0.303, -0.739, -0.676], [0.754, 0.608, -0.594], [0.305, 0.183, 0.032], [0.434, -0.158, -0.784], [-0.054, -1.371, 0.428], [1.238, 0.909, -0.315], [-0.805, 1.644, 0.940]]}

---

Entry 2:
{"formula": "C37H43N6ORbS4", "method": "wB97M-V/def2-TZVPD", "lumo_ev": 3.66, "orbital_gap_ev": 5.2, "charge": -2, "e_above_lowest_kj_mol": 150.5, "elements": ["Rb", "C", "N", "C", "C", "N", "C", "C", "C", "C", "C", "C", "C", "S", "C", "C", "C", "C", "C", "C", "S", "H", "H", "H", "H", "H", "H", "H", "H", "H", "H", "H", "H", "H", "H", "H", "H", "H", "H", "C", "N", "C", "C", "C", "C", "C", "N", "C", "C", "C", "C", "C", "C", "H", "H", "H", "H", "H", "H", "H", "H", "H", "H", "H", "C", "S", "C", "O", "H", "H", "H", "H", "H", "H", "N", "C", "S", "N", "C", "C", "C", "C", "C", "C", "H", "H", "H", "H", "H", "H", "H", "H"], "positions_angstrom": [[0.011, -0.052, 0.484], [3.160, 0.779, -2.222], [2.291, 1.689, -1.498], [1.320, 2.321, -2.369], [0.254, 1.369, -2.926], [-1.047, 1.539, -2.303], [-1.999, 0.613, -2.881], [-1.564, 2.864, -2.214], [-1.170, 3.885, -3.063], [-1.544, 5.206, -2.854], [-2.343, 5.514, -1.765], [-2.815, 4.505, -0.956], [-2.476, 3.161, -1.168], [-3.199, 1.957, -0.188], [2.985, 2.590, -0.639], [2.965, 3.962, -0.851], [3.530, 4.858, 0.047], [4.153, 4.377, 1.184], [4.243, 3.019, 1.384], [3.696, 2.093, 0.487], [3.975, 0.424, 0.814], [3.521, 1.234, -3.160], [2.639, -0.150, -2.455], [4.012, 0.527, -1.595], [1.832, 2.816, -3.217], [0.800, 3.083, -1.790], [0.554, 0.332, -2.745], [0.184, 1.496, -4.026], [-2.076, 0.742, -3.977], [-2.978, 0.794, -2.444], [-1.702, -0.416, -2.669], [-0.528, 3.658, -3.904], [-1.202, 5.986, -3.526], [-2.601, 6.547, -1.555], [-3.457, 4.733, -0.115], [2.494, 4.376, -1.733], [3.487, 5.921, -0.157], [4.578, 5.062, 1.910], [4.755, 2.629, 2.254], [-1.198, 2.382, 2.840], [-0.996, 0.955, 2.832], [-1.876, 0.248, 3.427], [-1.927, -1.170, 3.485], [-2.694, -1.888, 4.418], [-2.467, -3.233, 4.166], [-1.594, -3.263, 3.078], [-1.260, -2.037, 2.659], [-0.399, 3.106, 3.887], [-0.978, 4.148, 4.602], [-0.252, 4.861, 5.537], [1.071, 4.531, 5.783], [1.653, 3.485, 5.084], [0.930, 2.781, 4.141], [-2.265, 2.632, 2.970], [-0.881, 2.764, 1.862], [-2.700, 0.743, 3.976], [-3.316, -1.454, 5.184], [-2.872, -4.077, 4.703], [-1.199, -4.141, 2.584], [-2.007, 4.415, 4.402], [-0.715, 5.681, 6.071], [1.644, 5.090, 6.510], [2.686, 3.224, 5.274], [1.388, 1.974, 3.587], [3.847, -2.665, -0.240], [2.145, -2.222, 0.282], [2.014, -3.578, 1.516], [1.280, -2.649, -0.836], [3.921, -3.712, -0.518], [4.490, -2.408, 0.592], [4.078, -2.023, -1.081], [2.803, -3.442, 2.247], [2.092, -4.531, 1.004], [1.043, -3.485, 1.993], [-2.327, -2.888, -0.270], [-1.751, -3.459, -1.341], [-2.104, -3.000, -2.897], [-0.878, -4.510, -1.216], [-0.819, -5.567, -0.340], [-1.804, -5.836, 0.612], [-1.690, -6.942, 1.433], [-0.602, -7.798, 1.337], [0.357, -7.557, 0.365], [0.244, -6.468, -0.473], [-2.862, -2.047, -0.457], [-1.870, -2.900, 0.641], [-0.221, -4.542, -1.985], [-2.658, -5.183, 0.694], [-2.468, -7.137, 2.158], [-0.509, -8.646, 2.003], [1.197, -8.231, 0.254], [0.980, -6.297, -1.246]], "forces_ev_per_angstrom": [[-0.251, 0.418, -0.470], [0.189, -0.090, -0.074], [-0.116, -0.004, 0.075], [-0.107, 0.033, -0.008], [0.161, 0.150, -0.143], [0.098, 0.097, -0.103], [-0.210, -0.124, -0.043], [-0.071, 0.245, 0.366], [0.163, 0.042, -0.250], [0.062, 0.146, -0.176], [-0.008, 0.262, -0.139], [0.060, 0.097, -0.035], [-0.114, -0.004, -0.075], [-0.176, -0.694, 0.759], [0.193, -0.112, 0.324], [-0.086, 0.319, -0.091], [0.043, 0.157, -0.092], [0.043, 0.347, 0.033], [-0.022, 0.070, -0.056], [0.190, 0.147, 0.031], [-0.098, -0.678, 0.308], [-0.044, 0.045, -0.061], [-0.027, -0.031, -0.114], [-0.027, -0.038, -0.068], [-0.096, 0.064, 0.106], [0.140, 0.022, -0.096], [-0.038, 0.032, -0.130], [0.037, -0.088, 0.082], [0.109, -0.037, 0.010], [0.010, -0.106, 0.048], [-0.044, 0.080, -0.088], [0.137, -0.049, -0.054], [0.042, -0.046, 0.012], [-0.035, 0.007, -0.005], [-0.024, -0.059, 0.001], [-0.089, -0.069, -0.020], [-0.061, 0.010, 0.017], [0.012, 0.031, 0.016], [-0.024, -0.055, -0.013], [-0.263, 0.311, -0.116], [-0.058, -0.290, 0.292], [-0.007, 0.842, 0.109], [-0.242, -1.073, 0.094], [-0.049, 0.526, 0.020], [-0.081, -0.413, 0.114], [0.128, -0.312, -0.021], [0.352, 0.456, -0.375], [0.051, -0.006, 0.167], [-0.075, -0.040, -0.161], [0.097, 0.168, 0.155], [0.003, 0.072, 0.091], [0.167, 0.022, 0.074], [-0.061, -0.097, -0.100], [0.228, 0.038, -0.189], [-0.280, 0.072, 0.001], [0.130, -0.011, -0.114], [-0.070, 0.035, 0.073], [-0.029, -0.075, -0.003], [0.034, -0.060, 0.011], [-0.107, -0.016, -0.011], [-0.029, 0.023, 0.034], [0.038, 0.008, 0.044], [0.077, -0.032, -0.035], [0.066, -0.066, -0.019], [-0.623, 0.526, 0.284], [1.582, -1.571, 0.852], [-0.044, 0.597, -0.316], [-0.924, -0.053, -1.036], [-0.244, -0.174, 0.079], [0.305, 0.026, 0.095], [0.052, 0.144, -0.065], [0.116, -0.028, 0.190], [0.074, -0.111, -0.143], [-0.120, 0.091, 0.086], [0.435, -0.083, 0.132], [-0.407, -0.024, -0.423], [-0.155, 0.244, -0.449], [0.305, 0.169, 0.071], [-0.085, -0.299, 0.415], [-0.025, 0.112, -0.125], [0.096, -0.101, 0.040], [-0.074, -0.117, 0.106], [-0.019, -0.112, 0.054], [0.026, 0.175, -0.023], [0.026, -0.229, -0.053], [-0.048, -0.044, 0.138], [-0.240, 0.053, 0.099], [-0.062, 0.075, 0.071], [-0.032, 0.033, 0.092], [-0.019, 0.009, -0.027], [0.040, 0.000, -0.009], [0.126, 0.072, -0.052]]}

---

Entry 3:
{"formula": "H3NP2S", "method": "wB97M-V/def2-TZVPD", "lumo_ev": -0.67, "orbital_gap_ev": 7.8, "charge": 0, "e_above_lowest_kj_mol": 133.4, "smiles": "N1[P@H]2=[P@@H]1S2", "elements": ["N", "P", "P", "S", "H", "H", "H"], "positions_angstrom": [[-0.810, -0.164, 0.362], [0.565, -1.091, -0.184], [-0.352, 1.406, -0.025], [1.966, 0.561, 0.277], [-1.731, -0.393, -0.104], [0.568, -1.561, 1.184], [-0.206, 1.242, -1.510]], "forces_ev_per_angstrom": [[-2.146, -0.282, -1.077], [0.529, -0.134, 1.793], [2.559, 0.451, -0.998], [-2.975, 0.315, -0.613], [1.270, 0.116, 0.735], [0.794, -0.748, -0.818], [-0.031, 0.281, 0.979]]}

---

Entry 4:
{"formula": "C3H10N2", "method": "wB97M-V/def2-TZVPD", "lumo_ev": 1.13, "orbital_gap_ev": 10.0, "charge": 0, "e_above_lowest_kj_mol": 186.7, "smiles": "C=N.CCN", "elements": ["C", "N", "H", "H", "H", "C", "C", "N", "H", "H", "H", "H", "H", "H", "H"], "positions_angstrom": [[2.584, -1.207, -0.508], [1.606, -1.063, -1.301], [3.106, -0.339, -0.108], [2.985, -2.175, -0.186], [1.019, -1.895, -1.266], [-1.105, -0.362, 1.123], [-1.062, 1.043, 0.425], [-1.108, 1.227, -1.035], [-1.796, -0.966, 0.552], [-1.251, -0.034, 2.148], [-0.097, -0.776, 1.123], [-0.186, 1.569, 0.806], [-1.936, 1.571, 0.832], [-0.672, 2.075, -1.365], [-2.086, 1.330, -1.240]], "forces_ev_per_angstrom": [[0.094, -0.164, -0.234], [-0.316, 0.544, 1.405], [0.351, 0.127, -0.583], [-0.413, -0.023, 0.412], [0.380, -0.487, -1.004], [1.536, 1.978, -1.527], [-0.043, 0.859, 0.592], [-0.335, -1.121, 0.260], [-0.437, -0.498, 0.756], [-0.922, -0.848, 0.227], [-0.124, -0.383, -0.339], [0.041, 0.006, 0.046], [0.170, 0.083, 0.229], [0.274, -0.021, 0.335], [-0.255, -0.052, -0.574]]}

---

Entry 5:
{"formula": "C20H40NO8P", "method": "wB97M-V/def2-TZVPD", "lumo_ev": -1.08, "orbital_gap_ev": 8.5, "charge": 0, "smiles": "CN(C)C(=O)CC1=C([PH2]=O)C(=O)OC1=O.CCOCC.CCOCC.CCOCC", "elements": ["C", "N", "C", "C", "O", "C", "C", "C", "P", "O", "C", "O", "O", "C", "O", "H", "H", "H", "H", "H", "H", "H", "H", "H", "H", "C", "C", "O", "C", "C", "H", "H", "H", "H", "H", "H", "H", "H", "H", "H", "C", "C", "O", "C", "C", "H", "H", "H", "H", "H", "H", "H", "H", "H", "H", "C", "C", "O", "C", "C", "H", "H", "H", "H", "H", "H", "H", "H", "H", "H"], "positions_angstrom": [[-3.967, 2.297, 2.186], [-2.488, 2.082, 2.230], [-2.300, 0.621, 2.051], [-1.950, 2.839, 1.159], [-2.420, 3.897, 0.904], [-0.729, 2.376, 0.328], [-1.231, 1.527, -0.830], [-0.870, 0.304, -1.221], [0.420, -0.735, -0.452], [1.332, 0.065, 0.402], [-1.764, -0.017, -2.414], [-1.714, -1.019, -2.991], [-2.639, 1.001, -2.689], [-2.310, 2.018, -1.779], [-2.842, 3.042, -1.851], [-4.398, 1.588, 2.913], [-4.251, 3.296, 2.526], [-4.371, 2.066, 1.187], [-3.115, 0.178, 1.447], [-2.419, 0.165, 3.051], [-1.301, 0.332, 1.704], [-0.065, 1.792, 0.984], [-0.149, 3.236, -0.033], [1.200, -1.275, -1.512], [-0.140, -1.856, 0.220], [2.754, 5.626, -2.376], [3.436, 4.594, -1.494], [2.643, 3.446, -1.240], [2.247, 2.694, -2.373], [3.412, 2.148, -3.181], [1.810, 5.946, -1.929], [3.396, 6.499, -2.502], [2.529, 5.232, -3.368], [3.643, 5.040, -0.521], [4.404, 4.301, -1.913], [1.574, 3.287, -3.005], [1.658, 1.858, -1.992], [4.033, 2.945, -3.593], [3.045, 1.545, -4.014], [4.051, 1.525, -2.554], [-3.860, -4.156, 2.580], [-3.815, -3.145, 3.714], [-4.676, -2.035, 3.523], [-6.059, -2.324, 3.400], [-6.648, -3.022, 4.614], [-3.606, -3.678, 1.632], [-3.151, -4.965, 2.766], [-4.849, -4.602, 2.468], [-2.806, -2.738, 3.785], [-4.024, -3.627, 4.675], [-6.246, -2.901, 2.488], [-6.558, -1.363, 3.266], [-6.187, -3.995, 4.791], [-7.719, -3.179, 4.476], [-6.496, -2.419, 5.511], [4.869, -4.337, -1.185], [4.631, -3.509, -2.437], [3.993, -2.268, -2.188], [4.680, -1.369, -1.328], [6.052, -0.967, -1.840], [3.925, -4.527, -0.670], [5.326, -5.293, -1.445], [5.531, -3.832, -0.481], [3.971, -4.061, -3.107], [5.567, -3.351, -2.984], [4.743, -1.787, -0.318], [4.054, -0.478, -1.253], [6.724, -1.822, -1.928], [6.512, -0.248, -1.160], [5.971, -0.511, -2.829]], "forces_ev_per_angstrom": [[-0.149, -0.270, 1.397], [-0.401, -0.951, -2.429], [-0.122, -0.505, 1.377], [1.010, -0.180, 0.517], [-0.786, 1.840, -0.429], [-0.234, -1.009, 0.626], [0.596, 0.431, 0.661], [-1.113, 0.247, -0.440], [1.513, 0.323, -0.298], [-0.474, 0.026, 0.315], [0.800, 1.268, 2.014], [-0.222, -2.843, -2.072], [1.082, -0.230, 0.808], [0.700, -1.673, -0.142], [-1.029, 2.438, 0.102], [0.097, 0.222, -0.335], [0.223, -0.144, -0.377], [0.110, 0.263, 0.301], [0.544, 0.158, -0.142], [0.065, 0.076, -0.400], [-0.349, 0.273, -0.009], [-0.045, 0.069, -0.635], [-0.508, -0.046, 0.068], [-0.813, -0.181, -0.054], [-0.362, 0.312, -0.477], [-0.107, -0.070, -0.064], [0.033, 0.114, -0.109], [-0.145, -0.082, 0.240], [0.054, 0.027, -0.121], [0.093, 0.042, 0.000], [0.048, 0.018, 0.014], [-0.012, -0.016, 0.036], [0.076, 0.030, -0.026], [-0.074, -0.152, 0.059], [-0.009, 0.013, -0.068], [0.054, 0.008, -0.075], [0.041, 0.065, 0.192], [-0.062, -0.002, -0.070], [-0.003, -0.006, 0.033], [-0.044, -0.010, -0.007], [-0.107, 0.022, -0.063], [-0.006, -0.141, -0.026], [0.120, 0.274, -0.038], [-0.091, -0.104, 0.016], [0.100, -0.044, 0.087], [0.028, -0.016, 0.032], [0.008, 0.039, 0.001], [0.027, -0.058, 0.049], [-0.081, 0.148, 0.016], [-0.028, -0.059, -0.022], [-0.014, -0.061, 0.033], [0.160, 0.049, -0.013], [-0.069, -0.032, -0.056], [0.021, 0.024, -0.011], [-0.030, 0.013, -0.034], [0.003, 0.087, 0.108], [0.082, -0.092, 0.051], [-0.263, 0.117, -0.053], [0.109, 0.010, 0.026], [0.039, -0.082, -0.102], [0.017, -0.026, -0.042], [-0.036, 0.014, -0.017], [0.060, -0.038, -0.038], [-0.079, 0.151, -0.012], [0.048, -0.011, 0.053], [0.065, 0.002, -0.001], [-0.134, -0.124, -0.041], [0.027, 0.026, 0.086], [-0.037, -0.002, -0.006], [-0.015, 0.022, 0.036]]}

---

Entry 6:
{"formula": "C7H10N4S", "method": "wB97M-V/def2-TZVPD", "lumo_ev": 0.31, "orbital_gap_ev": 9.2, "charge": 0, "e_above_lowest_kj_mol": 550.9, "smiles": "C=C=C(C#N)C#N.CS(C)(#N)N", "elements": ["C", "C", "C", "C", "N", "C", "N", "H", "H", "C", "S", "C", "N", "N", "H", "H", "H", "H", "H", "H", "H", "H"], "positions_angstrom": [[1.156, -2.268, 2.277], [0.890, -0.995, 2.474], [0.609, 0.282, 2.659], [1.345, 1.297, 1.970], [1.901, 1.992, 1.266], [-0.209, 0.611, 3.741], [-0.709, 0.732, 4.745], [0.829, -2.605, 1.336], [2.043, -2.673, 2.756], [-2.063, -0.334, -2.311], [-0.547, -0.029, -1.157], [0.815, 0.127, -2.474], [-0.286, -0.770, 0.051], [-0.912, 1.657, -0.678], [-2.881, 0.461, -2.246], [-1.463, -0.248, -3.275], [-2.471, -1.283, -2.066], [0.531, 0.782, -3.293], [1.661, 0.325, -2.019], [0.760, -0.945, -2.770], [-0.314, 2.170, -1.265], [-0.685, 1.714, 0.279]], "forces_ev_per_angstrom": [[1.099, 2.792, 0.540], [0.287, -1.356, -0.307], [1.118, -0.522, -0.176], [-0.943, -1.464, 0.451], [0.966, 1.405, -0.970], [0.474, -0.144, -0.824], [-1.609, 0.594, 2.293], [-0.872, -0.966, -0.857], [-0.378, -0.286, 0.218], [1.562, 2.383, -0.627], [-1.337, 2.310, 1.042], [-5.634, -2.285, -1.527], [0.091, -1.360, -0.530], [-1.074, -2.285, -2.518], [1.544, -0.918, 0.106], [-1.585, -0.534, 0.780], [0.004, -0.950, -0.030], [0.121, 0.057, 0.039], [4.148, 1.177, 2.342], [0.424, 0.752, -0.239], [0.918, 1.555, -0.368], [0.674, 0.046, 1.163]]}